# 1
Density functional theory data (the ωB97M-V functional and the def2-TZVPD basis) for C14H28N4ORuSe2Si2Te2 as an isolated structure at a distorted geometry.

```
54
Properties=species:S:1:pos:R:3:forces:R:3:mulliken_charge:R:1
Te 3.46545 4.79143 -1.66670 0.003 0.070 0.026 -0.47
Te 2.14129 1.71907 2.78517 -0.196 -0.281 -0.080 -0.24
Ru 0.79673 0.35792 0.95750 -0.536 -0.529 -1.604 0.06
Se 1.96473 2.87119 -1.19078 -0.024 0.165 -0.244 -0.29
Se 3.00019 1.46590 0.39429 0.291 0.336 0.423 -0.13
Si 2.83902 -2.80390 0.58390 0.033 0.111 0.135 -0.18
Si -1.43773 3.45323 0.54130 0.155 -0.029 0.039 -0.28
O 0.59243 0.02324 -1.28173 0.063 -0.277 0.400 -0.12
N -0.07103 0.14272 -3.41557 0.082 -0.063 0.039 -0.42
N 1.63509 -1.56478 0.99292 0.087 -0.604 -0.067 -0.07
N -0.68263 1.83851 0.76235 -0.254 0.460 -0.073 0.27
N -1.39900 -0.93054 -1.85213 0.148 0.039 0.030 0.10
C 2.83086 -4.07271 1.94446 -0.028 -0.083 0.091 -1.07
C -0.61985 -2.53798 1.43324 0.616 0.173 -0.050 -0.32
C -1.93209 -2.33219 1.55108 -0.553 0.309 -0.008 -0.56
C -2.74934 3.56960 1.86810 -0.106 -0.087 0.070 -1.17
C 4.48046 -1.98496 0.43524 0.154 0.131 -0.006 -0.94
C 2.28452 -3.57519 -1.00935 -0.098 -0.039 -0.145 -0.94
C -2.39470 -1.32679 -2.82321 -0.025 0.035 0.001 -1.22
C -2.46309 0.16079 1.23694 0.369 0.503 -0.007 -0.18
C -0.23327 4.82856 0.74409 0.138 0.130 0.063 -0.81
C -2.76631 -1.11763 1.46058 0.091 -0.631 0.080 -0.80
C -2.21186 3.37989 -1.14421 -0.047 -0.043 -0.171 -0.87
C -0.26397 -0.24550 -2.12952 -0.214 0.168 -0.267 0.21
C 0.40493 -1.52840 1.19895 -0.156 0.163 0.691 0.82
C -1.12324 0.70695 1.04265 -0.139 -0.230 0.581 1.18
H 0.71392 0.75747 -3.56444 -0.014 0.043 0.021 0.28
H 0.52283 4.58044 1.49229 -0.003 0.007 0.004 0.25
H -2.79359 4.28329 -1.34360 0.016 -0.010 -0.013 0.41
H 3.03649 -4.28571 -1.36157 -0.025 -0.001 -0.022 0.41
H -0.76734 5.72270 1.08024 0.013 -0.029 0.009 0.38
H -1.94435 -1.87247 -3.65439 0.009 -0.015 0.008 0.38
H -1.43644 3.29689 -1.90946 -0.011 0.009 0.006 0.26
H 1.34653 -4.12056 -0.87483 0.009 0.011 -0.027 0.31
H -3.28616 0.86882 1.21614 0.072 0.035 -0.009 0.07
H 4.48817 -1.25055 -0.37193 0.004 0.002 0.017 0.28
H 0.29523 5.06991 -0.17735 0.041 -0.010 -0.006 0.23
H -2.94855 -0.47039 -3.21708 0.005 0.009 0.002 0.35
H -0.26531 -3.55864 1.54438 0.057 0.029 0.000 0.19
H 2.13417 -2.82123 -1.78491 0.026 -0.002 0.011 0.27
H 2.87774 -3.60425 2.92937 0.020 -0.003 -0.015 0.35
H -3.82472 -1.31450 1.59560 0.031 -0.099 0.007 0.37
H -3.10750 -1.98856 -2.33765 -0.002 0.003 -0.001 0.36
H 3.70076 -4.72681 1.84186 -0.021 -0.003 0.011 0.35
H 1.94126 -4.70602 1.90680 0.008 0.013 0.030 0.34
H -1.51202 -1.19661 -0.89017 -0.006 -0.042 0.033 0.05
H -3.02530 4.61541 2.02064 -0.004 -0.017 -0.008 0.40
H -0.80969 0.13383 -4.09405 -0.004 0.001 0.003 0.17
H -3.66283 3.02387 1.61940 0.018 0.024 0.021 0.34
H -2.88110 2.51893 -1.23428 0.005 0.024 -0.004 0.27
H 5.25424 -2.72861 0.22755 -0.010 0.014 0.009 0.36
H -2.36935 3.18422 2.81756 -0.014 0.042 0.005 0.37
H 4.74400 -1.46824 1.36091 0.005 0.007 -0.025 0.30
H -2.50867 -3.23107 1.74340 -0.079 0.059 -0.010 0.36
```
Forces are in eV/Å.

## Properties
gap between HOMO and LUMO	0.140	Ha
energy above the lowest of the compared OMol25 structures with the same formula, charge and spin	3.408	eV
total energy	-6857.38420	Ha

***

# 2
Density functional theory data (the ωB97M-V functional and the def2-TZVPD basis) for C14H28N6O8SeTa as an isolated structure at a distorted geometry.

```
58
Properties=species:S:1:pos:R:3:forces:R:3:mulliken_charge:R:1
Ta 1.76164 -0.89485 0.83418 0.405 0.307 -0.948 1.62
Se -0.19385 -2.50664 2.43029 0.486 0.288 -0.877 -0.10
O 2.86764 1.21849 -2.60124 -0.066 -0.373 0.248 -0.61
O 0.63770 -1.86465 -0.59836 0.264 -0.042 0.942 -0.60
O 2.11524 0.49009 -0.61617 0.814 -0.673 -0.396 -0.58
O 3.07713 -1.90104 1.74289 -0.654 0.015 0.489 -0.67
O 3.18951 2.32386 2.73791 -2.050 -1.208 0.138 -0.61
O -1.06596 -1.97080 -1.95363 -1.356 -0.850 -1.361 -0.79
O 2.04517 0.54751 2.04719 0.128 -1.069 0.093 -0.30
O -0.30382 1.33518 3.15320 0.477 -0.285 0.570 -0.71
N 3.39946 -1.82152 -0.80701 -0.655 -0.057 0.088 -0.51
N -2.63607 -2.16376 -4.31287 1.325 -1.488 -0.032 -0.22
N -3.55819 -0.98192 -6.06740 0.041 0.168 1.378 -0.37
N -3.84555 -0.24610 -3.87364 0.867 -0.994 -0.514 -0.16
N -0.09333 0.38544 0.60689 -0.657 -0.503 -1.027 -0.22
N -0.19026 -0.93813 4.96218 -0.230 -0.866 -0.856 -0.66
C -0.54339 -1.48062 -1.00076 1.151 1.868 1.110 0.30
C -0.25664 -1.62772 4.02382 0.546 1.204 0.942 0.43
C -1.13274 -0.22855 -0.25861 -0.125 -0.372 -0.845 0.40
C -1.76452 0.78130 -1.26559 0.844 0.248 0.534 -1.16
C -3.33378 -1.16386 -4.74235 -1.594 2.587 -0.390 0.69
C 2.89866 0.41353 -1.71372 0.328 -0.159 0.359 0.55
C 0.33942 3.42686 2.41872 -0.958 -0.041 1.038 -1.58
C 0.79903 2.24169 3.25041 -0.099 0.236 0.185 1.68
C -3.22930 0.76912 -1.63128 -1.299 -0.052 0.740 -0.77
C -3.80620 -0.41523 -2.40823 -0.390 -0.613 0.279 -0.78
C 2.13851 1.69542 2.69785 1.307 1.852 -0.079 0.07
C 3.26024 -2.25974 3.11764 -1.465 0.041 0.239 -0.66
C 0.97464 2.68669 4.68638 -0.289 0.180 0.440 -1.58
C 3.90602 -0.77936 -1.67760 -0.393 1.317 -0.388 -0.50
H -4.44108 0.47692 -4.25856 0.147 -0.187 0.155 0.25
H -4.17435 -0.25328 -6.37492 -0.071 -0.027 -0.143 0.20
H 0.12848 3.30572 4.99491 0.182 0.165 -0.194 0.36
H 2.92966 -1.47323 3.83314 0.088 -0.310 -0.682 0.21
H -3.41197 1.64496 -2.24604 -0.024 0.375 0.079 0.43
H -1.91345 -0.63209 0.36101 -0.352 -0.155 0.566 0.30
H -0.32336 0.77357 3.95698 -0.021 0.029 -0.378 0.24
H 4.82981 -0.38526 -1.27437 0.187 0.201 0.232 0.32
H 2.66367 -3.17300 3.30671 0.434 0.434 0.011 0.29
H 1.08120 4.17461 2.29531 0.700 0.675 -0.052 0.38
H -0.52557 3.81201 2.99035 0.450 0.156 -0.424 0.42
H 0.25489 1.25537 0.18458 -0.062 -0.495 0.082 0.37
H -3.23928 -1.30915 -2.14688 -0.110 0.121 -0.208 0.42
H 1.91161 3.18599 4.87690 0.204 0.397 -0.244 0.39
H -1.21223 0.75805 -2.17771 0.694 -0.182 -0.795 0.47
H 4.14193 -2.31367 -0.31951 -0.161 0.069 0.064 0.28
H -3.86405 0.89126 -0.72210 0.478 -0.038 -0.519 0.39
H -0.05551 3.13058 1.47382 -0.076 -0.315 -0.904 0.29
H 4.13985 -1.05627 -2.70862 -0.265 -0.265 0.154 0.37
H -4.83515 -0.65004 -2.09392 0.271 0.354 -0.001 0.25
H -2.14815 -2.75043 -4.99815 -0.341 0.368 0.670 0.30
H -0.43315 0.62398 1.53570 -0.290 0.067 0.455 0.50
H -3.30379 -1.69986 -6.70124 0.127 -0.375 -0.583 0.20
H 4.29252 -2.42609 3.25040 1.184 -0.354 0.279 0.33
H 0.95240 1.86426 5.37030 0.087 -0.917 0.303 0.49
H -2.25227 -2.12418 -3.36476 0.205 -0.285 -0.215 0.26
H 2.88199 -2.49226 -1.36507 -0.092 -0.170 0.155 0.26
H -1.53108 1.77085 -0.85931 -0.275 -0.003 0.040 0.47
```
Forces are in eV/Å.

## Properties
charge	+1
gap between HOMO and LUMO	0.304	Ha
energy above the lowest of the compared OMol25 structures with the same formula, charge and spin	0.934	eV
total energy	-3939.21863	Ha

***

# 3
Density functional theory data (the ωB97M-V functional and the def2-TZVPD basis) for a 2-piece molecular cluster, C14H29F6IN4O3P2 overall at a distorted geometry.

```
59
Properties=species:S:1:pos:R:3:forces:R:3:mulliken_charge:R:1
I 3.33168 -2.40575 -2.29100 -0.122 0.036 0.021 -0.05
P -4.97795 0.93923 0.45996 -0.528 0.244 0.144 0.96
P 4.29195 -2.33249 -0.03847 0.596 0.089 0.240 0.07
F -5.19056 2.15137 1.54733 0.473 -0.539 0.489 -0.33
F -4.41243 -0.56469 0.92894 -0.034 0.028 0.750 -0.40
F -3.35303 1.25824 0.66819 0.118 -0.037 -0.584 -0.29
F -5.49817 0.13168 -0.88319 0.875 -0.168 -0.021 -0.34
F -4.91277 2.16814 -0.64296 -0.565 0.017 0.191 -0.32
F -6.37551 0.42239 1.14682 -0.270 0.468 -0.673 -0.32
O 2.90270 -3.25065 2.14030 0.225 0.191 0.226 -0.44
O 5.01537 -3.78164 0.10730 -0.417 0.099 0.020 -0.47
O 0.29270 3.07864 -2.75821 -0.950 -0.158 -0.253 -0.58
N 0.73639 -2.45430 2.74167 -0.450 -0.615 -0.658 -0.27
N -1.37987 1.69151 -3.59726 0.503 0.050 -0.108 -0.45
N 1.84281 -1.50248 0.90400 0.157 -0.440 0.374 0.82
N -0.43630 -1.99337 0.74799 0.333 0.106 0.140 -0.03
C 1.82129 2.72913 1.83971 0.142 0.024 -0.280 -1.59
C 2.68300 -2.71151 0.85118 -0.396 -0.028 -0.586 -0.93
C -1.95122 0.41264 -1.58033 -0.080 -0.289 -0.010 0.04
C 2.12534 1.85317 0.60656 -0.420 0.170 -0.018 0.26
C -0.56900 -1.53481 -0.64235 -0.312 -0.266 -0.384 0.14
C -1.96152 3.64605 -2.15761 0.223 -0.032 -0.399 -1.11
C 0.64254 -1.97095 1.45318 0.068 0.406 0.395 -0.19
C 3.07039 0.70069 0.94504 0.059 0.150 0.072 -0.79
C 0.83071 1.39113 -0.06172 0.606 0.067 -0.035 -1.15
C -1.94908 -0.91565 -0.84098 0.029 -0.228 -0.443 -1.31
C 1.68844 -3.62448 2.70365 -0.068 -0.115 -0.134 -0.42
C -1.11494 0.44636 -2.83994 0.316 0.147 -0.004 -0.69
C 2.43995 -0.42828 1.75599 0.124 0.664 -0.153 -1.14
C -0.89733 2.82101 -2.83091 0.508 0.128 0.140 0.65
H -2.98692 0.58229 -1.86342 -0.080 0.403 0.120 0.66
H -1.89867 3.54172 -1.07845 -0.062 -0.038 0.157 0.25
H 2.63850 2.47886 -0.12181 0.093 0.029 -0.082 0.55
H -0.75522 1.65742 -4.40007 -0.011 -0.020 -0.045 0.35
H 2.12454 -3.45080 0.25685 0.014 -0.045 -0.025 0.82
H 3.87263 1.11111 1.55967 0.161 -0.004 0.005 0.42
H -1.76761 4.68569 -2.41170 0.019 0.133 0.089 0.41
H -0.46622 -2.42485 -1.26290 0.102 -0.111 -0.008 0.34
H -2.94296 3.36178 -2.51361 -0.153 -0.072 0.174 0.37
H 1.23985 -4.41386 2.08289 -0.089 -0.007 0.001 0.37
H 0.77045 3.00055 1.87794 -0.136 0.002 0.083 0.35
H 4.38289 -4.50962 0.04147 0.240 -0.254 -0.030 0.38
H 2.09214 2.24829 2.77822 -0.059 -0.091 0.108 0.36
H -0.04365 0.42057 -2.59740 -0.001 -0.118 0.023 0.38
H -1.29182 -0.41045 -3.48934 -0.323 -0.003 -0.101 0.40
H 2.38429 3.65720 1.77923 0.085 0.079 0.126 0.39
H 3.16825 -0.83105 2.45432 -0.002 -0.352 0.013 0.24
H 0.25142 2.24261 -0.40760 -0.013 0.081 0.165 0.52
H -0.16700 -2.78732 3.07115 0.055 0.110 0.243 0.38
H 0.25766 -0.88505 -0.89769 0.008 -0.031 0.317 0.01
H 1.07038 0.80671 -0.95161 -0.020 0.010 0.098 0.02
H 1.65549 0.01422 2.36513 -0.193 -0.123 0.103 0.74
H 3.55137 0.32382 0.04438 -0.052 -0.134 -0.129 0.30
H -2.45365 -0.79365 0.11449 -0.049 0.154 -0.002 0.54
H -2.56099 -1.60844 -1.41862 -0.064 -0.156 0.060 0.26
H 0.21920 0.80691 0.62616 -0.138 -0.035 0.028 0.33
H 1.82707 -4.02068 3.70178 0.209 0.266 0.173 0.41
H -1.62267 1.18491 -0.88925 -0.217 0.148 -0.132 -0.25
H -1.28431 -2.35919 1.16690 -0.070 0.008 0.008 0.34
```
Forces are in eV/Å.

## Properties
gap between HOMO and LUMO	0.302	Ha
energy above the lowest of the compared OMol25 structures with the same formula, charge and spin	0.000	eV
total energy	-2575.30641	Ha

***

# 4
Density functional theory data (the ωB97M-V functional and the def2-TZVPD basis) for a 2-piece molecular cluster, C14H30BBrFN2O5P2 overall at a distorted geometry.

```
56
Properties=species:S:1:pos:R:3:forces:R:3:mulliken_charge:R:1
Br -2.25524 4.12678 0.92497 0.654 -0.001 -0.012 -0.23
P 1.09516 0.02457 -1.96761 -0.449 -1.996 -1.790 0.54
P -0.60975 -0.34959 -0.54394 -0.126 0.549 -2.143 2.18
F -0.50987 -1.61921 2.39507 -1.341 0.365 -0.488 -0.42
O 0.32686 -1.79147 -0.16667 -1.167 -1.569 1.529 -0.70
O -2.68635 -4.84020 0.84248 1.550 -0.111 1.045 -0.53
O -1.88433 -0.77164 0.58324 0.844 -1.833 2.574 -0.69
O 2.71462 4.46372 0.05839 0.165 -0.111 0.133 -0.62
O -1.05619 -6.40594 1.86362 -0.205 0.858 -1.740 -0.56
N 1.17446 -1.08149 -3.13474 0.101 0.518 0.153 -1.07
N 3.70769 3.30859 1.76386 -0.368 0.345 0.063 0.18
C -2.85302 -3.00601 -3.40177 -1.178 0.615 -0.714 -0.18
C -2.09766 0.63826 -2.88231 -0.416 0.452 -0.122 -0.56
C -3.03893 -1.79253 -3.39914 -0.463 0.095 1.676 -0.37
C 3.72882 2.98387 3.17494 0.136 -0.110 -0.268 -1.02
C 2.78686 4.15154 1.23071 0.235 -0.136 -0.003 -0.15
C -0.48754 1.82897 1.47722 0.859 0.896 0.558 -0.58
C -0.43593 3.34184 0.91093 0.837 -1.178 0.018 -0.46
C -0.62264 -2.76306 0.28759 -1.649 -0.208 0.260 0.51
C -0.10180 -4.19269 0.71333 0.134 0.491 0.151 -1.12
C -1.50040 -1.90671 1.35616 1.897 -0.419 -1.635 0.07
C 0.36376 0.80975 0.60881 0.123 0.722 0.595 -1.25
C -1.69524 0.98922 -1.38931 -0.570 1.479 -0.068 -0.56
C -3.38149 -0.29408 -3.03479 0.410 -0.781 -1.670 -0.54
C 4.70178 2.71395 0.89002 -0.188 0.125 -0.247 -0.89
B -1.32113 -5.16807 1.16164 -0.229 -0.014 0.213 0.53
H -1.17726 -1.21026 -1.56724 0.100 -0.002 0.219 -0.70
H -3.15597 -4.53922 1.64286 0.071 -0.440 -0.581 0.30
H 5.36779 2.06417 1.45726 -0.120 0.066 0.038 0.39
H 5.28099 3.50766 0.41248 0.043 -0.135 -0.064 0.30
H -1.56938 1.56561 1.62536 1.246 -0.143 -0.215 0.51
H -1.43957 -3.01901 -0.47692 1.228 0.655 0.342 -0.02
H 0.22753 3.96029 1.57960 -1.110 -0.453 -0.911 0.16
H 2.34570 0.06110 -1.23840 -0.461 0.605 -0.344 -0.01
H 4.19688 2.13485 0.11350 0.158 -0.010 -0.023 0.22
H 2.08033 4.54644 1.97856 0.114 -0.011 0.129 0.50
H 1.07741 0.16313 1.21409 -1.057 0.864 -0.476 0.36
H -1.27654 0.18376 -3.50979 -0.595 0.426 0.905 0.34
H 0.41688 -1.76072 -3.00339 0.303 0.309 0.059 0.30
H 4.69084 3.28565 3.59778 -0.066 -0.063 0.163 0.37
H -2.36216 1.63006 -3.38544 0.294 -1.229 0.608 0.42
H 0.37166 -4.70648 -0.18931 -0.404 0.732 0.931 0.31
H -3.94870 0.09269 -3.94786 0.601 -0.527 1.150 0.33
H 1.04034 1.44806 -0.05914 -0.864 -0.656 0.838 0.40
H -4.10052 -0.21727 -2.16846 0.996 -0.412 -0.755 0.30
H 3.60059 1.90546 3.29616 -0.005 0.048 0.182 0.34
H 0.70718 -4.13462 1.50712 -0.915 -0.164 -0.840 0.22
H -1.02971 -7.11203 1.18058 -0.113 0.436 0.847 0.29
H 0.85972 1.32700 -2.53656 0.737 0.022 0.523 0.03
H -2.67248 1.18020 -0.82773 1.220 -0.307 -0.517 0.36
H 2.92809 3.50004 3.70565 0.024 -0.013 -0.115 0.35
H -3.01047 -4.09977 -3.56322 0.666 1.718 0.301 0.36
H 0.02776 1.89539 2.49596 -0.987 -0.167 -1.057 0.20
H -0.03999 3.38191 -0.15262 -0.668 0.072 1.372 0.42
H -2.32027 -2.44328 1.91295 0.542 0.965 -0.833 0.23
H -1.17916 2.01082 -1.41650 -0.575 -1.226 0.058 -0.08
```
Forces are in eV/Å.

## Properties
charge	-1
gap between HOMO and LUMO	0.239	Ha
total energy	-4418.53721	Ha

***

What is the formula in the first record? C14H28N4ORuSe2Si2Te2

***

The highest gap between HOMO and LUMO belongs to which entry? C14H28N6O8SeTa

***

Among the records above, which one has the highest total energy? C14H29F6IN4O3P2